One molecule with the formula C5H14N2. Source: OMol25; level of theory: ωB97M-V/def2-TZVPD.

Each line ends with the Mulliken charge.
Element x y z (Å)
C: 1.09026 1.76709 0.46448  -1.470
C: 1.24422 0.26437 0.19285  0.487
C: 2.18595 -0.31171 1.24885  -1.517
N: -0.05504 -0.38698 0.21452  -0.204
C: -0.62556 -0.90319 -1.01590  -0.465
C: -2.12903 -1.04345 -0.86959  -0.754
N: -2.83808 0.17427 -0.50497  -0.580
H: 2.05537 2.21287 0.74264  0.402
H: 0.35524 1.87489 1.25895  0.346
H: 0.74073 2.29040 -0.41930  0.338
H: 1.70328 0.22283 -0.79957  0.225
H: 2.14018 -1.40167 1.30784  0.429
H: 1.92606 0.09051 2.23178  0.345
H: 3.19784 0.02246 1.02766  0.394
H: -0.11366 -1.02380 0.99438  0.227
H: -0.21089 -1.88398 -1.30470  0.226
H: -0.38599 -0.19303 -1.81400  0.374
H: -2.60552 -1.45757 -1.74871  0.424
H: -2.34772 -1.77799 -0.07713  0.292
H: -3.02270 0.76256 -1.30687  0.231
H: -2.30498 0.70111 0.17677  0.247

Calculated total energy = -308.3998 Eh
Structure (SMILES) = CC(C)NCCN
Kohn-Sham gap = 9.7 eV
ΔE to the lowest compared entry with this formula, charge and spin = 60.96 kJ/mol
Max |F| = 0.91 eV/Å
HOMO energy = -0.314 hartree
Lowest unoccupied orbital energy = 0.04063 hartree

One molecule with the formula C5H14N2 at a distorted geometry. Source: OMol25; level of theory: ωB97M-V/def2-TZVPD.

Each line ends with the Mulliken charge.
Element x y z (Å)
C: 0.25284 -1.77880 1.87079  -1.310
C: 0.64490 -0.50250 1.10815  -0.793
C: -0.43288 0.09207 0.18285  0.305
C: -0.00735 1.45559 -0.46968  -0.704
N: 0.77485 2.34774 0.33350  -0.577
N: -0.71644 -0.98950 -0.80262  -0.393
C: -0.55381 -0.66010 -2.22891  -1.141
H: 1.18717 -2.12650 2.30265  0.365
H: -0.53346 -1.61829 2.59838  0.330
H: -0.03777 -2.54616 1.15582  0.309
H: 1.43778 -0.77101 0.38325  0.305
H: 1.18578 0.16422 1.77356  0.406
H: -1.32698 0.21873 0.80485  0.401
H: -0.97776 1.89729 -0.70754  0.349
H: 0.48146 1.24657 -1.41637  0.322
H: 0.30980 2.96725 0.97604  0.241
H: 1.54721 1.93903 0.83655  0.212
H: -1.73384 -1.09212 -0.78556  0.304
H: -1.09861 0.20329 -2.63156  0.347
H: 0.49958 -0.48724 -2.46596  0.370
H: -0.84499 -1.51145 -2.83716  0.350

Calculated total energy = -308.3744 Eh
Structure (SMILES) = CC[C@@H](CN)NC
Kohn-Sham gap = 9.7 eV
ΔE to the lowest compared entry with this formula, charge and spin = 127.75 kJ/mol
Max |F| = 2.18 eV/Å
HOMO energy = -0.318 hartree
Lowest unoccupied orbital energy = 0.03848 hartree

A 2-piece molecular cluster, C5H14N2 overall at a distorted geometry. Source: OMol25; level of theory: ωB97M-V/def2-TZVPD.

Each line ends with the Mulliken charge.
Element x y z (Å)
H: 2.08903 -1.16807 0.01846  0.155
N: 1.12912 -0.84717 -0.07042  -0.621
C: 0.81342 -0.34383 -1.20450  0.751
C: 1.80113 0.16151 -2.21813  -1.296
C: -0.59557 0.11545 -1.33391  -0.597
N: -1.54790 -0.81201 -0.74725  -0.399
H: 2.82632 0.05512 -1.86453  0.375
H: 1.69884 -0.40993 -3.14170  0.306
H: 1.61429 1.20846 -2.45430  0.334
H: -0.80670 0.35974 -2.38872  0.336
H: -0.62432 1.01082 -0.62250  0.187
H: -2.50393 -0.48210 -0.85541  0.207
H: -1.42304 -1.74232 -1.12765  0.197
C: -0.94736 -0.15388 2.62806  -0.956
C: -0.20391 0.93523 1.86325  -0.431
H: -1.63741 0.26104 3.36486  0.351
H: -0.24248 -0.80560 3.14700  0.261
H: -1.49418 -0.77471 1.92033  0.209
H: 0.53478 0.26306 1.09547  0.016
H: 0.43964 1.51539 2.52552  0.383
H: -0.91975 1.65380 1.46606  0.231

Calculated total energy = -308.3531 Eh
Structure (SMILES) = [H]/N=C(\C)CN.CC
Kohn-Sham gap = 9.8 eV
ΔE to the lowest compared entry with this formula, charge and spin = 183.80 kJ/mol
Max |F| = 3.95 eV/Å
HOMO energy = -0.329 hartree
Lowest unoccupied orbital energy = 0.03239 hartree

One molecule with the formula C5H14N2 at a distorted geometry. Source: OMol25; level of theory: ωB97M-V/def2-TZVPD.

Each line ends with the Mulliken charge.
Element x y z (Å)
C: 1.78165 -0.74139 0.19489  -1.282
C: 1.43506 0.75815 0.15359  0.296
N: 2.44922 1.30781 -0.77692  -0.727
C: 0.01749 0.91685 -0.43239  -0.872
C: -1.06487 0.36255 0.52158  -0.700
C: -1.58491 -1.08375 0.22708  -0.426
N: -3.03651 -1.04123 0.09918  -0.499
H: 2.18509 -1.11769 -0.75325  0.328
H: 1.06836 -1.37011 0.71061  0.296
H: 2.73456 -0.83440 0.72728  0.370
H: 1.61186 1.23965 1.10856  0.424
H: 2.69939 2.28695 -0.74828  0.228
H: 2.11125 1.19876 -1.72326  0.239
H: -0.06503 0.33131 -1.36971  0.364
H: -0.22712 1.89576 -0.85831  0.336
H: -0.60140 0.33915 1.51581  0.360
H: -1.89634 1.03533 0.67845  0.368
H: -1.32005 -1.70451 1.09382  0.177
H: -1.18847 -1.43263 -0.72211  0.426
H: -3.52264 -0.86070 0.96312  0.152
H: -3.58658 -1.48588 -0.60974  0.141

Calculated total energy = -308.3755 Eh
Structure (SMILES) = C[C@@H](N)CCCN
Kohn-Sham gap = 9.7 eV
ΔE to the lowest compared entry with this formula, charge and spin = 124.87 kJ/mol
Max |F| = 2.31 eV/Å
HOMO energy = -0.313 hartree
Lowest unoccupied orbital energy = 0.04480 hartree

One molecule with the formula C5H14N2 at a distorted geometry. Source: OMol25; level of theory: ωB97M-V/def2-TZVPD.

Each line ends with the Mulliken charge.
Element x y z (Å)
C: -1.94252 0.42343 -1.99003  -1.204
C: -0.59610 -0.00206 -1.37448  -0.667
C: -0.60672 -0.36286 0.13746  0.237
N: -1.46950 -1.47420 0.46358  -0.509
C: 0.81802 -0.62441 0.63956  -0.909
N: 1.66438 0.57076 0.47600  -0.250
C: 2.13647 1.10088 1.76056  -1.042
H: -2.39069 1.23849 -1.41656  0.308
H: -1.63279 0.66374 -3.00385  0.351
H: -2.64534 -0.38887 -1.80337  0.307
H: -0.04648 -0.82102 -1.86608  0.337
H: 0.17773 0.78169 -1.40621  0.393
H: -0.97485 0.53426 0.64616  0.296
H: -1.26403 -2.38525 0.07281  0.168
H: -2.40154 -1.31422 0.77512  0.192
H: 0.71102 -0.86660 1.70090  0.361
H: 1.25686 -1.46090 0.08975  0.387
H: 2.47964 0.39547 -0.09422  0.221
H: 1.30675 1.47890 2.36884  0.324
H: 2.83867 0.43815 2.27182  0.332
H: 2.58104 2.07462 1.55224  0.365

Calculated total energy = -308.3796 Eh
Structure (SMILES) = CC[C@@H](N)CNC
Kohn-Sham gap = 9.5 eV
ΔE to the lowest compared entry with this formula, charge and spin = 114.23 kJ/mol
Max |F| = 2.01 eV/Å
HOMO energy = -0.307 hartree
Lowest unoccupied orbital energy = 0.04291 hartree

One molecule with the formula C5H14N2 at a distorted geometry. Source: OMol25; level of theory: ωB97M-V/def2-TZVPD.

Each line ends with the Mulliken charge.
Element x y z (Å)
C: -0.12854 0.41365 1.72536  -1.216
C: -1.06738 -0.37897 0.80614  0.415
C: -1.31000 -1.71120 1.45141  -1.510
N: -0.52352 -0.48822 -0.57788  -0.324
C: -0.27656 0.76192 -1.28013  -0.266
C: 1.08833 0.62579 -2.06410  -0.849
N: 2.25995 0.96531 -1.34430  -0.433
H: -0.46902 0.37283 2.76285  0.429
H: 0.85984 -0.05615 1.86518  0.235
H: -0.01463 1.40450 1.29092  0.332
H: -2.00072 0.18197 0.66806  0.216
H: -2.10374 -2.34820 1.02015  0.349
H: -0.42355 -2.34904 1.45282  0.347
H: -1.63989 -1.67477 2.49770  0.385
H: 0.14777 -1.23525 -0.56891  0.323
H: -1.11035 0.97256 -1.94959  0.280
H: -0.18429 1.60733 -0.58854  0.211
H: 0.91553 1.08277 -3.04580  0.359
H: 1.02398 -0.44083 -2.33493  0.318
H: 2.58290 1.90320 -1.26028  0.200
H: 2.37387 0.39081 -0.52611  0.201

Calculated total energy = -308.3765 Eh
Structure (SMILES) = CC(C)NCCN
Kohn-Sham gap = 9.4 eV
ΔE to the lowest compared entry with this formula, charge and spin = 122.13 kJ/mol
Max |F| = 2.84 eV/Å
HOMO energy = -0.304 hartree
Lowest unoccupied orbital energy = 0.04099 hartree

A 2-piece molecular cluster, C5H14N2 overall. Source: OMol25; level of theory: ωB97M-V/def2-TZVPD.

Each line ends with the Mulliken charge.
Element x y z (Å)
C: 0.55977 -0.06676 -3.30024  -0.303
N: 0.34078 0.98753 -2.65483  -0.491
C: 0.00586 0.88725 -1.24248  -0.114
C: -0.31215 2.26530 -0.67047  -1.174
H: 0.46842 -1.06699 -2.86084  0.248
H: 0.79348 0.02074 -4.35760  0.262
H: -0.85317 0.23183 -1.08052  0.289
H: 0.85781 0.45355 -0.71078  0.336
H: -0.46531 2.22338 0.40507  0.339
H: 0.50599 2.94236 -0.91404  0.311
H: -1.21248 2.64801 -1.15268  0.295
C: 0.55441 -0.87013 3.25671  -0.911
N: 0.15937 -1.04083 1.85965  -0.198
C: -1.08847 -1.77425 1.75225  -1.012
H: -0.23381 -0.32690 3.77749  0.281
H: 0.68969 -1.83529 3.76545  0.325
H: 1.47982 -0.30303 3.32889  0.302
H: 0.89059 -1.53814 1.37052  0.231
H: -1.07829 -2.74611 2.27122  0.369
H: -1.31186 -1.96541 0.70220  0.289
H: -1.90416 -1.18468 2.17223  0.327

Calculated total energy = -308.3611 Eh
Structure (SMILES) = C=NCC.CNC
Kohn-Sham gap = 9.9 eV
ΔE to the lowest compared entry with this formula, charge and spin = 162.74 kJ/mol
Max |F| = 0.50 eV/Å
HOMO energy = -0.330 hartree
Lowest unoccupied orbital energy = 0.03524 hartree

An isolated ion of composition C5H14N2 and charge +1 at a distorted geometry. Source: OMol25; level of theory: ωB97M-V/def2-TZVPD.

Each line ends with the Löwdin spin population.
Element x y z (Å)
N: 0.10201 -2.26648 1.14159  0.016
C: -1.01090 -1.43183 1.57597  0.009
C: -0.64511 0.01679 1.20770  0.087
N: -0.34762 0.08267 -0.18258  0.660
C: 1.70114 1.29820 -0.54429  0.066
C: 0.17125 1.26609 -0.84133  0.060
C: -0.17161 1.22378 -2.31825  0.017
H: -0.20804 -3.22798 1.03457  0.001
H: 0.84044 -2.29791 1.83861  0.001
H: -1.27834 -1.44729 2.62782  0.001
H: -1.88823 -1.75061 1.01580  0.000
H: -1.38808 0.74013 1.53976  0.012
H: 0.30371 0.21881 1.74745  0.045
H: 0.04249 -0.81806 -0.50066  0.012
H: 2.19246 1.73497 -1.40781  0.007
H: 2.07467 0.29812 -0.36402  0.000
H: 1.86018 1.92399 0.33182  0.005
H: -0.33516 2.10358 -0.34448  0.002
H: -1.25196 1.10744 -2.44538  0.000
H: 0.32724 0.38320 -2.81100  0.000
H: 0.09831 2.14871 -2.81003  0.001

Calculated total energy = -308.1214 Eh
<S²> = 0.75
Kohn-Sham gap (alpha / beta) = 11.9 / 7.3 eV
ΔE to the lowest compared entry with this formula, charge and spin = 0.00 kJ/mol
Spin multiplicity = 2
Max |F| = 1.11 eV/Å
HOMO energy (alpha / beta) = -0.528 / -0.528 hartree
Lowest unoccupied orbital energy (alpha / beta) = -0.09189 / -0.25978 hartree
Charge = +1

An isolated ion of composition C5H14N2 and charge +2 at a distorted geometry. Source: OMol25; level of theory: ωB97M-V/def2-TZVPD.

Each line ends with the Mulliken charge.
Element x y z (Å)
C: 1.48903 1.36444 0.56528  -1.129
C: 1.01378 0.67140 -0.55396  0.373
N: 2.04144 0.46544 -1.66065  -0.280
C: -0.28522 -0.09195 -0.67597  -0.966
C: -1.10571 -0.28854 0.61254  0.154
C: -0.41224 -0.99435 1.74029  -1.146
N: -2.50132 -0.80995 0.14571  -0.297
H: 2.39820 1.87112 0.56604  0.308
H: 0.97695 1.47092 1.51291  0.247
H: 1.68955 0.56016 -2.55550  0.363
H: 2.77253 1.25890 -1.76085  0.430
H: 2.55645 -0.36488 -1.60031  0.349
H: -0.89298 0.47409 -1.36830  0.528
H: -0.00859 -1.06618 -1.06149  0.526
H: -1.31879 0.77348 0.80662  0.311
H: -1.16989 -1.72265 2.31723  0.295
H: 0.18622 -0.42364 2.41464  0.345
H: 0.35907 -1.64594 1.31136  0.400
H: -2.87021 -1.55469 0.76810  0.373
H: -3.25651 -0.09453 0.05627  0.384
H: -2.40067 -1.09051 -0.93117  0.431

Calculated total energy = -307.7294 Eh
Structure (SMILES) = C=C([NH3+])C[C@H](C)[NH3+]
Kohn-Sham gap = 11.5 eV
ΔE to the lowest compared entry with this formula, charge and spin = 154.94 kJ/mol
Max |F| = 4.85 eV/Å
HOMO energy = -0.681 hartree
Lowest unoccupied orbital energy = -0.25807 hartree
Charge = +2

C5H14N2O as an isolated structure at a distorted geometry. Source: OMol25; level of theory: ωB97M-V/def2-TZVPD.

Each line ends with the Mulliken charge.
Element x y z (Å)
C: 0.87378 -0.55265 0.64516  0.628
C: 1.17721 -1.74183 -0.21571  -1.245
C: 0.30363 -0.77207 2.01613  -1.285
N: 1.45111 0.62523 0.47635  -0.210
O: 2.10952 0.73258 -0.78037  -0.420
H: 2.65027 1.52473 -0.67368  0.359
H: 0.46542 1.56045 0.47931  0.224
H: -0.74572 -0.10808 -0.03859  -0.540
H: 0.42968 -2.51913 -0.06171  0.345
H: 2.15397 -2.15523 0.05691  0.386
H: 1.21774 -1.47007 -1.26825  0.348
H: -0.58002 -1.40928 1.96664  0.341
H: 1.04042 -1.26705 2.65352  0.381
H: 0.03382 0.17529 2.48487  0.349
C: -1.33804 0.89058 -1.90481  -1.076
C: -1.49597 0.69801 -0.41526  1.059
N: -2.67449 0.75852 0.09910  -0.787
H: -2.68360 0.48732 1.08203  0.251
H: -0.46840 1.76099 0.22612  -0.041
H: -1.89879 1.76851 -2.22436  0.353
H: -0.28356 0.98786 -2.16554  0.280
H: -1.73798 0.02530 -2.43786  0.300

Calculated total energy = -383.4572 Eh
Kohn-Sham gap = 8.8 eV
ΔE to the lowest compared entry with this formula, charge and spin = 639.34 kJ/mol
Max |F| = 2.49 eV/Å
HOMO energy = -0.303 hartree
Lowest unoccupied orbital energy = 0.02036 hartree

One molecule with the formula C5H14N2O at a distorted geometry. Source: OMol25; level of theory: ωB97M-V/def2-TZVPD.

Each line ends with the Mulliken charge.
Element x y z (Å)
C: 0.00303 -2.00930 3.74086  -0.805
N: -0.63354 -1.68545 2.45141  -0.370
C: 0.28975 -0.86930 1.59759  -0.557
C: -0.61959 -0.16128 0.56648  -0.662
N: 0.06102 -0.04940 -0.73690  -0.223
C: -0.05172 1.22426 -1.40668  -0.655
C: 0.32682 1.13870 -2.88003  -0.378
O: 0.56332 2.44470 -3.46822  -0.510
H: 0.93666 -1.48654 3.98220  0.279
H: -0.74840 -1.86789 4.52440  0.268
H: 0.28556 -3.07104 3.84272  0.281
H: -0.80255 -2.56241 1.98036  0.246
H: 1.07026 -1.49883 1.17967  0.303
H: 0.79695 -0.05021 2.12026  0.341
H: -0.81575 0.84596 0.96408  0.355
H: -1.56505 -0.69146 0.52306  0.323
H: -0.03666 -0.87644 -1.30079  0.224
H: 0.69379 1.84920 -0.87512  0.342
H: -1.06516 1.63993 -1.35216  0.305
H: 1.30479 0.67239 -3.02683  0.304
H: -0.50145 0.67475 -3.42279  0.290
H: 0.49467 3.06758 -2.72900  0.301

Calculated total energy = -383.5943 Eh
Structure (SMILES) = CNCCNCCO
Kohn-Sham gap = 9.6 eV
ΔE to the lowest compared entry with this formula, charge and spin = 279.27 kJ/mol
Max |F| = 2.14 eV/Å
HOMO energy = -0.317 hartree
Lowest unoccupied orbital energy = 0.03689 hartree

A 2-piece molecular cluster, C5H14N2O overall at a distorted geometry. Source: OMol25; level of theory: ωB97M-V/def2-TZVPD.

Each line ends with the Mulliken charge.
Element x y z (Å)
C: -1.62905 1.18874 -0.68778  -1.416
C: -0.88715 0.65911 0.29394  0.853
C: -1.00126 -0.82297 0.58162  -0.654
C: -0.25906 -1.74505 -0.40950  -0.442
N: -0.87834 -1.90987 -1.72113  -0.638
N: 0.10173 1.40122 0.93570  -0.182
C: 0.58829 1.12790 2.28508  -0.924
H: -2.29976 0.60941 -1.30498  0.312
H: -1.60432 2.24012 -0.95282  0.284
H: -2.04035 -1.11817 0.59414  0.342
H: -0.60579 -1.04303 1.57271  0.272
H: 0.79420 -1.55143 -0.58080  0.129
H: -0.28774 -2.70451 0.09749  0.338
H: -1.80765 -2.30566 -1.61661  0.301
H: -1.03884 -0.98306 -2.09995  0.277
H: 0.06839 2.39780 0.77443  0.231
H: 1.64414 1.35080 2.30044  0.305
H: 0.47978 0.07259 2.50769  0.313
H: 0.08243 1.61500 3.12780  0.299
O: 3.26483 0.17327 -1.19021  -0.664
H: 2.49128 -0.30400 -1.51383  0.344
H: 2.86650 0.67603 -0.45921  0.320

Calculated total energy = -383.6178 Eh
Structure (SMILES) = C=C(CCN)NC.O
Kohn-Sham gap = 9.0 eV
ΔE to the lowest compared entry with this formula, charge and spin = 217.71 kJ/mol
Max |F| = 1.19 eV/Å
HOMO energy = -0.302 hartree
Lowest unoccupied orbital energy = 0.02888 hartree